Molecular formula: C81H177F3O45
Method: DFT, ωB97M-V with the def2-TZVPD basis set

## Properties
- Frontier orbital gap: 9.45 eV
- Lowest unoccupied orbital energy: 0.4 eV
- Highest occupied orbital energy: -9.0 eV

Each atom is followed by the atoms it is bonded to, with distances in Å.
Positions of all 306 atoms, in Å:
1 C -23.48427 4.46034 25.95005  O2 1.370, H10 1.075, H11 1.104, H12 1.105
2 O -22.41155 4.29130 26.78479  C1 1.370, C3 1.398
3 C -21.82419 5.53331 27.04407  O2 1.398, C4 1.494, H13 1.103, H14 1.103
4 C -20.94736 5.38013 28.24379  C3 1.494, O5 1.426, H15 1.095, H16 1.093
5 O -21.77469 5.39282 29.40511  C4 1.426, C6 1.446
6 C -21.05809 4.94557 30.57865  O5 1.446, C7 1.490, H17 1.107, H18 1.102
7 C -21.99759 4.66195 31.70042  C6 1.490, O8 1.430, H19 1.094, H20 1.067
8 O -22.63497 3.39118 31.54616  C7 1.430, C9 1.377
9 C -23.64305 3.21122 32.46740  O8 1.377, H21 1.113, H22 1.090, H23 1.057
10 H -23.92439 3.50893 25.71076  C1 1.075
11 H -23.18085 5.05670 25.07236  C1 1.104
12 H -24.31129 5.07837 26.34458  C1 1.105
13 H -22.68529 6.17692 27.28908  C3 1.103
14 H -21.18175 6.00622 26.28227  C3 1.103
15 H -20.25983 6.23127 28.29006  C4 1.095
16 H -20.45891 4.42465 28.03622  C4 1.093
17 H -20.38438 5.77936 30.85658  C6 1.107
18 H -20.50900 4.02560 30.31921  C6 1.102
19 H -22.81033 5.39148 31.63119  C7 1.094
20 H -21.51631 4.74379 32.64971  C7 1.067
21 H -24.42168 4.00643 32.43948  C9 1.113
22 H -23.40802 3.15954 33.53074  C9 1.090
23 H -24.12844 2.29755 32.25172  C9 1.057
24 C -27.64972 2.77786 25.33667  O25 1.390, H33 1.132, H34 1.145, H35 1.085
25 O -26.95180 3.08954 24.17592  C24 1.390, C26 1.417
26 C -26.90876 4.47709 23.89044  O25 1.417, C27 1.544, H36 1.100, H37 1.067
27 C -26.15965 4.78481 22.57565  C26 1.544, O28 1.421, H38 1.139, H39 1.114
28 O -24.78234 4.45438 22.69343  C27 1.421, C29 1.426
29 C -24.04001 4.81820 21.53161  O28 1.426, C30 1.558, H40 1.117, H41 1.109
30 C -22.58977 4.27864 21.71445  C29 1.558, O31 1.391, H42 1.107, H43 1.114
31 O -21.83993 4.61468 20.59149  C30 1.391, C32 1.441
32 C -20.56460 3.94663 20.66343  O31 1.441, H44 1.068, H45 1.082, H46 1.055
33 H -28.73325 3.10608 25.35605  C24 1.132
34 H -27.12889 3.19666 26.26628  C24 1.145
35 H -27.56277 1.70489 25.47022  C24 1.085
36 H -26.32399 4.90885 24.71640  C26 1.100
37 H -27.87513 4.92936 23.88102  C26 1.067
38 H -26.35625 5.89723 22.42720  C27 1.139
39 H -26.63047 4.17053 21.77496  C27 1.114
40 H -24.03071 5.93098 21.43668  C29 1.117
41 H -24.41232 4.33022 20.60760  C29 1.109
42 H -22.62028 3.19542 21.94091  C30 1.107
43 H -21.98462 4.73974 22.52866  C30 1.114
44 H -19.91527 4.41038 21.37279  C32 1.068
45 H -20.06616 3.91131 19.70414  C32 1.082
46 H -20.77887 2.96896 20.99691  C32 1.055
47 C -18.33229 9.78283 20.25882  O48 1.438, H56 1.055, H57 1.065, H58 1.106
48 O -18.45938 8.79867 21.29937  C47 1.438, C49 1.429
49 C -18.57033 7.42947 20.90488  O48 1.429, C50 1.494, H59 1.063, H60 1.095
50 C -17.29174 6.68384 21.11085  C49 1.494, O51 1.402, H61 1.094, H62 1.082
51 O -16.86119 6.55705 22.43950  C50 1.402, C52 1.409
52 C -16.09341 7.56647 23.05363  O51 1.409, C53 1.535, H63 1.076, H64 1.079
53 C -14.62371 7.20664 22.79425  C52 1.535, O54 1.498, H65 1.115, H66 1.118
54 O -14.26327 7.47237 21.36457  C53 1.498, C55 1.433
55 C -12.97609 6.86913 21.18000  O54 1.433, H67 1.055, H68 1.073, H69 1.086
56 H -17.33399 10.10981 20.15783  C47 1.055
57 H -18.94656 10.62123 20.49257  C47 1.065
58 H -18.53497 9.31927 19.27554  C47 1.106
59 H -18.83055 7.37057 19.87578  C49 1.063
60 H -19.39725 6.96284 21.45074  C49 1.095
61 H -16.50912 7.14538 20.50178  C50 1.094
62 H -17.57153 5.72774 20.68918  C50 1.082
63 H -16.33183 7.60990 24.10174  C52 1.076
64 H -16.38104 8.54129 22.69239  C52 1.079
65 H -14.50388 6.12304 23.02664  C53 1.115
66 H -13.96146 7.82661 23.44834  C53 1.118
67 H -12.73108 6.68238 20.17086  C55 1.055
68 H -12.97389 5.91515 21.67060  C55 1.073
69 H -12.24067 7.54538 21.60665  C55 1.086
70 C -20.48788 2.51568 23.86616  O71 1.418, H79 1.125, H80 1.091, H81 1.114
71 O -21.39474 1.52752 23.40642  C70 1.418, C72 1.389
72 C -22.38145 1.34813 24.36693  O71 1.389, C73 1.515, H82 1.151, H83 1.094
73 C -23.50017 0.55704 23.72068  C72 1.515, O74 1.447, H84 1.099, H85 1.070
74 O -24.38301 0.21551 24.81450  C73 1.447, C75 1.398
75 C -25.57636 -0.37991 24.39462  O74 1.398, C76 1.503, H86 1.105, H87 1.079
76 C -26.29099 -0.79170 25.65141  C75 1.503, O77 1.426, H88 1.101, H89 1.113
77 O -25.76823 -2.01125 26.17516  C76 1.426, C78 1.368
78 C -26.46068 -2.53370 27.23256  O77 1.368, H90 1.107, H91 1.074, H92 1.101
79 H -20.95969 3.53038 23.75163  C70 1.125
80 H -19.63997 2.46817 23.18136  C70 1.091
81 H -20.24385 2.39874 24.94682  C70 1.114
82 H -22.71426 2.39484 24.71095  C72 1.151
83 H -22.05243 0.85246 25.28465  C72 1.094
84 H -23.10769 -0.40090 23.35075  C73 1.099
85 H -24.00446 1.13719 22.97698  C73 1.070
86 H -25.46193 -1.28841 23.77649  C75 1.105
87 H -26.12071 0.31386 23.77269  C75 1.079
88 H -27.35398 -0.91952 25.39576  C76 1.101
89 H -26.14409 0.00957 26.41001  C76 1.113
90 H -27.51219 -2.82359 27.04188  C78 1.107
91 H -26.42950 -1.80306 28.01854  C78 1.074
92 H -25.87444 -3.42878 27.49095  C78 1.101
93 C -15.98371 1.56010 23.69201  O94 1.420, H102 1.052, H103 1.092, H104 1.076
94 O -15.84038 2.94764 23.42604  C93 1.420, C95 1.365
95 C -15.55432 3.28816 22.13565  O94 1.365, C96 1.570, H105 1.084, H106 1.110
96 C -14.19372 2.86674 21.47460  C95 1.570, O97 1.403, H107 1.091, H108 1.071
97 O -13.13836 3.59579 22.04345  C96 1.403, C98 1.408
98 C -11.89191 3.12221 21.59129  O97 1.408, C99 1.461, H109 1.055, H110 1.059
99 C -10.73521 3.89236 22.04311  C98 1.461, O100 1.412, H111 1.094, H112 1.126
100 O -10.70841 4.04723 23.44636  C99 1.412, C101 1.413
101 C -9.74016 4.99041 23.85664  O100 1.413, H113 1.112, H114 1.109, H115 1.106
102 H -15.14969 0.99937 23.37966  C93 1.052
103 H -16.83077 1.16497 23.12784  C93 1.092
104 H -16.08595 1.31855 24.73556  C93 1.076
105 H -15.63239 4.36773 22.08497  C95 1.084
106 H -16.34675 3.00498 21.41141  C95 1.110
107 H -14.21026 3.08015 20.40505  C96 1.091
108 H -14.03237 1.82740 21.67552  C96 1.071
109 H -11.96131 3.15082 20.53929  C98 1.055
110 H -11.76530 2.11644 21.89600  C98 1.059
111 H -10.65856 4.88804 21.59679  C99 1.094
112 H -9.83322 3.31781 21.68927  C99 1.126
113 H -9.93921 5.98783 23.40738  C101 1.112
114 H -8.71013 4.69036 23.57597  C101 1.109
115 H -9.70551 4.98917 24.96200  C101 1.106
116 C -21.43449 7.14078 23.76929  O117 1.390, H125 1.109, H126 1.082, H127 1.072
117 O -20.63385 6.11795 24.26352  C116 1.390, C118 1.400
118 C -19.30682 6.48558 24.51700  O117 1.400, C119 1.476, H128 1.146, H129 1.088
119 C -18.51481 5.27817 24.82294  C118 1.476, O120 1.433, H130 1.096, H131 1.150
120 O -18.88585 4.56755 26.01062  C119 1.433, C121 1.430
121 C -18.11845 3.36795 26.13966  O120 1.430, C122 1.468, H132 1.062, H133 1.122
122 C -18.59795 2.48420 27.20883  C121 1.468, O123 1.404, H134 1.124, H135 1.124
123 O -18.34933 3.04713 28.47123  C122 1.404, C124 1.395
124 C -18.74316 2.17224 29.48396  O123 1.395, H136 1.124, H137 1.139, H138 1.080
125 H -21.06521 7.53910 22.80196  C116 1.109
126 H -21.54169 7.94265 24.48842  C116 1.082
127 H -22.41485 6.74295 23.59894  C116 1.072
128 H -19.27199 7.25721 25.36401  C118 1.146
129 H -18.88259 7.11362 23.73668  C118 1.088
130 H -17.45955 5.56540 24.89442  C119 1.096
131 H -18.51795 4.59621 23.89749  C119 1.150
132 H -17.12637 3.58319 26.45167  C121 1.062
133 H -17.99392 2.74309 25.21584  C121 1.122
134 H -18.18404 1.45065 27.05344  C122 1.124
135 H -19.70117 2.26945 27.17702  C122 1.124
136 H -19.82023 1.87897 29.34889  C124 1.124
137 H -18.60525 2.72410 30.47109  C124 1.139
138 H -18.08545 1.31878 29.40842  C124 1.080
139 C -15.76663 -5.13974 29.68424  O140 1.457, H148 1.060, H149 1.086, H150 1.105
140 O -16.83890 -4.31959 30.23280  C139 1.457, C141 1.448
141 C -17.14504 -3.29000 29.26245  O140 1.448, C142 1.493, H151 1.089, H152 1.041
142 C -18.39654 -2.59478 29.68457  C141 1.493, O143 1.449, H153 1.066, H154 1.093
143 O -18.00784 -1.71986 30.77212  C142 1.449, C144 1.381
144 C -18.90708 -1.47517 31.79161  O143 1.381, C145 1.496, H155 1.129, H156 1.139
145 C -18.14408 -1.05720 33.00885  C144 1.496, O146 1.441, H157 1.080, H158 1.083
146 O -17.62574 0.28688 33.00627  C145 1.441, C147 1.328
147 C -18.44942 1.32828 32.97976  O146 1.328, H159 1.068, H160 1.072, H161 1.098
148 H -15.45973 -5.78197 30.46915  C139 1.060
149 H -14.90794 -4.56909 29.34292  C139 1.086
150 H -16.06546 -5.84902 28.89101  C139 1.105
151 H -17.24603 -3.71778 28.26632  C141 1.089
152 H -16.36153 -2.60653 29.30801  C141 1.041
153 H -19.11261 -3.28863 30.06193  C142 1.066
154 H -18.91175 -2.05464 28.88674  C142 1.093
155 H -19.59397 -2.32846 32.06565  C144 1.129
156 H -19.51732 -0.57164 31.46115  C144 1.139
157 H -17.33836 -1.75110 33.19588  C145 1.080
158 H -18.92411 -1.16599 33.75170  C145 1.083
159 H -19.04203 1.41681 32.09598  C147 1.068
160 H -17.84703 2.17978 33.22797  C147 1.072
161 H -19.20980 1.23795 33.76735  C147 1.098
162 C -17.80066 -6.31390 26.26875  O163 1.433, H171 1.143, H172 1.112, H173 1.097
163 O -17.91989 -4.89100 26.39509  C162 1.433, C164 1.385
164 C -19.24027 -4.49377 26.52072  O163 1.385, C165 1.563, H174 1.096, H175 1.127
165 C -19.31522 -2.95278 26.27301  C164 1.563, O166 1.412, H176 1.151, H177 1.117
166 O -20.66742 -2.57505 26.42796  C165 1.412, C167 1.432
167 C -20.71522 -1.14612 26.50082  O166 1.432, C168 1.525, H178 1.045, H179 1.099
168 C -21.84601 -0.80536 27.46524  C167 1.525, O169 1.396, H180 1.083, H181 1.128
169 O -21.47408 -0.67232 28.80445  C168 1.396, C170 1.409
170 C -22.52119 -0.28981 29.66693  O169 1.409, H182 1.098, H183 1.085, H184 1.088
171 H -17.67399 -6.90423 27.23937  C162 1.143
172 H -16.98366 -6.51020 25.54103  C162 1.112
173 H -18.66678 -6.80741 25.81093  C162 1.097
174 H -19.70934 -4.75282 27.47643  C164 1.096
175 H -19.95942 -4.94166 25.77686  C164 1.127
176 H -19.03895 -2.65590 25.19540  C165 1.151
177 H -18.64269 -2.40301 26.97494  C165 1.117
178 H -21.02922 -0.75864 25.58197  C167 1.045
179 H -19.79372 -0.60672 26.76192  C167 1.099
180 H -22.64997 -1.51795 27.32961  C168 1.083
181 H -22.34105 0.13136 27.07741  C168 1.128
182 H -22.13422 -0.23484 30.69308  C170 1.098
183 H -23.32334 -1.02041 29.68359  C170 1.085
184 H -22.98344 0.67037 29.44991  C170 1.088
185 C -26.37406 8.36250 28.53696  O186 1.457, H194 1.052, H195 1.084, H196 1.042
186 O -25.37168 9.12469 29.27074  C185 1.457, C187 1.423
187 C -24.56358 8.20460 29.99511  O186 1.423, C188 1.575, H197 1.092, H198 1.106
188 C -23.15398 8.82603 30.32142  C187 1.575, O189 1.423, H199 1.125, H200 1.112
189 O -22.33988 8.75552 29.15653  C188 1.423, C190 1.429
190 C -21.12754 9.47825 29.38202  O189 1.429, C191 1.479, H201 1.112, H202 1.136
191 C -20.29617 9.40952 28.16091  C190 1.479, O192 1.451, H203 1.135, H204 1.127
192 O -20.83721 10.32518 27.17439  C191 1.451, C193 1.395
193 C -20.07207 10.30609 26.00863  O192 1.395, H205 1.105, H206 1.100, H207 1.096
194 H -27.13005 9.02880 28.23659  C185 1.052
195 H -26.95248 7.69619 29.16627  C185 1.084
196 H -25.93700 7.77120 27.79819  C185 1.042
197 H -24.33431 7.31077 29.41057  C187 1.092
198 H -25.06427 7.99939 30.95977  C187 1.106
199 H -22.74048 8.14358 31.11460  C188 1.125
200 H -23.14489 9.86059 30.72788  C188 1.112
201 H -20.52875 8.93470 30.14480  C190 1.112
202 H -21.23060 10.56943 29.68124  C190 1.136
203 H -20.31826 8.34888 27.75878  C191 1.135
204 H -19.26639 9.76229 28.45302  C191 1.127
205 H -19.09834 10.79953 26.17829  C193 1.105
206 H -20.56322 10.90388 25.22627  C193 1.100
207 H -19.92086 9.26827 25.69196  C193 1.096
208 C -10.11604 9.98622 30.27409  O209 1.433, H217 1.112, H218 1.092, H219 1.063
209 O -10.00104 8.85040 29.40764  C208 1.433, C210 1.428
210 C -10.93554 7.85416 29.82421  O209 1.428, C211 1.494, H220 1.123, H221 1.068
211 C -10.95268 6.68259 28.89693  C210 1.494, O212 1.384, H222 1.068, H223 1.107
212 O -11.75334 6.93764 27.79737  C211 1.384, C213 1.403
213 C -11.48550 6.18530 26.64403  O212 1.403, C214 1.453, H224 1.094, H225 1.103
214 C -12.77428 5.86975 26.05185  C213 1.453, O215 1.378, H226 1.085, H227 1.074
215 O -13.31477 4.79088 26.71642  C214 1.378, C216 1.426
216 C -14.55016 4.38130 26.13329  O215 1.426, H228 1.131, H229 1.126, H230 1.090
217 H -9.93045 9.66144 31.32172  C208 1.112
218 H -11.12163 10.41155 30.29324  C208 1.092
219 H -9.45047 10.75886 29.97342  C208 1.063
220 H -11.93515 8.34276 29.97505  C210 1.123
221 H -10.59601 7.47895 30.76520  C210 1.068
222 H -11.39842 5.84750 29.39115  C211 1.068
223 H -9.94737 6.31598 28.61303  C211 1.107
224 H -11.02097 5.22867 26.90188  C213 1.094
225 H -10.84131 6.70582 25.91585  C213 1.103
226 H -12.55216 5.61549 25.02057  C214 1.085
227 H -13.43800 6.71035 25.97660  C214 1.074
228 H -14.38748 3.79555 25.17979  C216 1.131
229 H -15.29360 5.21999 26.02461  C216 1.126
230 H -14.95059 3.64379 26.82869  C216 1.090
231 C -17.23158 6.46898 32.40082  O232 1.435, H240 1.069, H241 1.120, H242 1.064
232 O -17.35976 5.05802 32.17508  C231 1.435, C233 1.411
233 C -16.10944 4.53093 31.78906  O232 1.411, C234 1.540, H243 1.130, H244 1.101
234 C -15.11075 4.45824 32.95877  C233 1.540, O235 1.427, H245 1.084, H246 1.095
235 O -15.48052 3.36506 33.79803  C234 1.427, C236 1.446
236 C -14.83874 2.10177 33.51184  O235 1.446, C237 1.455, H247 1.061, H248 1.075
237 C -14.91528 1.27826 34.70862  C236 1.455, O238 1.399, H249 1.081, H250 1.055
238 O -14.07572 1.77882 35.70941  C237 1.399, C239 1.379
239 C -12.80270 1.24815 35.70353  O238 1.379, H251 1.100, H252 1.102, H253 1.068
240 H -18.17855 6.90646 32.16915  C231 1.069
241 H -16.55051 6.99956 31.68705  C231 1.120
242 H -16.96639 6.69747 33.40510  C231 1.064
243 H -15.64140 5.14372 30.96266  C233 1.130
244 H -16.25279 3.55084 31.30789  C233 1.101
245 H -15.29315 5.39831 33.46576  C234 1.084
246 H -14.05352 4.37884 32.68409  C234 1.095
247 H -13.81580 2.25021 33.27419  C236 1.061
248 H -15.43203 1.72470 32.69816  C236 1.075
249 H -14.65454 0.27184 34.41191  C237 1.081
250 H -15.90213 1.29218 35.08101  C237 1.055
251 H -12.28399 1.43338 34.75185  C239 1.100
252 H -12.75680 0.16965 35.92310  C239 1.102
253 H -12.26765 1.71088 36.50326  C239 1.068
254 C -11.71284 0.58670 24.09290  O255 1.442, H263 1.053, H264 1.117, H265 1.086
255 O -11.87384 0.23359 25.48122  C254 1.442, C256 1.437
256 C -12.51906 1.38262 26.05457  O255 1.437, C257 1.469, H266 1.110, H267 1.114
257 C -12.87377 1.08430 27.44886  C256 1.469, O258 1.425, H268 1.107, H269 1.105
258 O -13.70991 -0.04985 27.66221  C257 1.425, C259 1.428
259 C -15.09716 0.02158 27.33299  O258 1.428, C260 1.493, H270 1.083, H271 1.143
260 C -15.40999 -1.07766 26.37270  C259 1.493, O261 1.380, H272 1.079, H273 1.120
261 O -14.91990 -0.81908 25.10845  C260 1.380, C262 1.453
262 C -15.34019 -1.90130 24.23395  O261 1.453, H274 1.102, H275 1.112, H276 1.099
263 H -10.89639 0.09859 23.64169  C254 1.053
264 H -11.59190 1.68784 23.94876  C254 1.117
265 H -12.64477 0.26701 23.63609  C254 1.086
266 H -13.40520 1.65778 25.44589  C256 1.110
267 H -11.86670 2.27920 25.95136  C256 1.114
268 H -13.32858 2.01257 27.84415  C257 1.107
269 H -11.96992 0.77096 28.00159  C257 1.105
270 H -15.43811 0.99799 27.01223  C259 1.083
271 H -15.67079 -0.36542 28.24231  C259 1.143
272 H -16.48808 -1.11919 26.35910  C260 1.079
273 H -14.97094 -2.03496 26.75260  C260 1.120
274 H -15.23026 -2.92393 24.62962  C262 1.102
275 H -14.65286 -1.76966 23.36941  C262 1.112
276 H -16.37636 -1.77958 23.88903  C262 1.099
277 C -23.64262 9.46138 26.14477  C278 1.564, O282 1.466, H284 1.095, H285 1.079
278 C -24.90291 10.34253 25.86222  C277 1.564, O279 1.384, F283 1.388, H286 1.046
279 O -25.86907 9.44488 25.44380  C278 1.384, C280 1.385
280 C -25.30000 8.27469 24.97058  O279 1.385, O281 1.169, O282 1.396
281 O -25.85606 7.43476 24.37769  C280 1.169
282 O -23.96999 8.24492 25.39401  C277 1.466, C280 1.396
283 F -24.65925 11.20364 24.80188  C278 1.388
284 H -23.34826 9.22652 27.17306  C277 1.095
285 H -22.88602 9.93986 25.54202  C277 1.079
286 H -25.22184 10.95969 26.64477  C278 1.046
287 C -20.75109 -0.57780 21.09668  C288 1.467, O292 1.428, H294 1.112, H295 1.151
288 C -21.14762 -1.74399 21.89425  C287 1.467, O289 1.417, F293 1.338, H296 1.061
289 O -20.62673 -1.43256 23.17515  C288 1.417, C290 1.353
290 C -19.68415 -0.48063 22.98732  O289 1.353, O291 1.207, O292 1.370
291 O -18.91245 -0.13656 23.84903  C290 1.207
292 O -19.54951 -0.07832 21.68508  C287 1.428, C290 1.370
293 F -20.69243 -2.89341 21.38342  C288 1.338
294 H -21.49142 0.25207 21.06992  C287 1.112
295 H -20.65314 -0.92842 20.00436  C287 1.151
296 H -22.18445 -1.86577 22.08507  C288 1.061
297 C -17.36870 6.49308 28.53207  C298 1.472, O302 1.447, H304 1.092, H305 1.102
298 C -16.21356 7.32505 28.15832  C297 1.472, O299 1.425, F303 1.351, H306 1.094
299 O -16.09767 8.26759 29.22015  C298 1.425, C300 1.373
300 C -17.34604 8.41461 29.77175  O299 1.373, O301 1.181, O302 1.373
301 O -17.69459 9.33877 30.41843  C300 1.181
302 O -18.17130 7.43112 29.28640  C297 1.447, C300 1.373
303 F -16.49215 8.00918 27.02676  C298 1.351
304 H -17.03705 5.65790 29.15208  C297 1.092
305 H -18.02809 6.20067 27.69918  C297 1.102
306 H -15.28479 6.77082 27.99469  C298 1.094

Atom charges from the Löwdin analysis, given in e for atoms 1 to 99: number 1, C, carries -0.13; number 2, O, carries -0.13; number 3, C, carries -0.21; number 4, C, carries -0.17; number 5, O, carries -0.12; number 6, C, carries -0.15; number 7, C, carries -0.19; number 8, O, carries -0.16; number 9, C, carries -0.15; number 10, H, carries 0.08; number 11, H, carries 0.09; number 12, H, carries 0.09; number 13, H, carries 0.13; number 14, H, carries 0.11; number 15, H, carries 0.10; number 16, H, carries 0.12; number 17, H, carries 0.13; number 18, H, carries 0.11; number 19, H, carries 0.12; number 20, H, carries 0.12; number 21, H, carries 0.10; number 22, H, carries 0.09; number 23, H, carries 0.07; number 24, C, carries -0.13; number 25, O, carries -0.19; number 26, C, carries -0.20; number 27, C, carries -0.19; number 28, O, carries -0.15; number 29, C, carries -0.16; number 30, C, carries -0.22; number 31, O, carries -0.17; number 32, C, carries -0.06; number 33, H, carries 0.10; number 34, H, carries 0.11; number 35, H, carries 0.06; number 36, H, carries 0.11; number 37, H, carries 0.12; number 38, H, carries 0.13; number 39, H, carries 0.13; number 40, H, carries 0.14; number 41, H, carries 0.13; number 42, H, carries 0.12; number 43, H, carries 0.10; number 44, H, carries 0.07; number 45, H, carries 0.09; number 46, H, carries 0.05; number 47, C, carries -0.07; number 48, O, carries -0.19; number 49, C, carries -0.20; number 50, C, carries -0.19; number 51, O, carries -0.15; number 52, C, carries -0.16; number 53, C, carries -0.14; number 54, O, carries -0.19; number 55, C, carries -0.10; number 56, H, carries 0.07; number 57, H, carries 0.08; number 58, H, carries 0.09; number 59, H, carries 0.11; number 60, H, carries 0.11; number 61, H, carries 0.13; number 62, H, carries 0.12; number 63, H, carries 0.11; number 64, H, carries 0.12; number 65, H, carries 0.12; number 66, H, carries 0.13; number 67, H, carries 0.08; number 68, H, carries 0.05; number 69, H, carries 0.09; number 70, C, carries -0.08; number 71, O, carries -0.21; number 72, C, carries -0.20; number 73, C, carries -0.12; number 74, O, carries -0.13; number 75, C, carries -0.22; number 76, C, carries -0.20; number 77, O, carries -0.19; number 78, C, carries -0.15; number 79, H, carries 0.09; number 80, H, carries 0.09; number 81, H, carries 0.10; number 82, H, carries 0.13; number 83, H, carries 0.10; number 84, H, carries 0.12; number 85, H, carries 0.12; number 86, H, carries 0.14; number 87, H, carries 0.12; number 88, H, carries 0.13; number 89, H, carries 0.14; number 90, H, carries 0.09; number 91, H, carries 0.08; number 92, H, carries 0.10; number 93, C, carries -0.07; number 94, O, carries -0.17; number 95, C, carries -0.21; number 96, C, carries -0.16; number 97, O, carries -0.14; number 98, C, carries -0.22; number 99, C, carries -0.21